(1)
DFT (ωB97M-V/def2-TZVPD) results for a cluster of 2 separate species, C10H16O in total.

Cartesian coordinates (Å):
C1 0.869104 3.677964 0.992846
C2 1.834416 2.564609 1.511786
H1 0.711472 3.636592 -0.089321
H2 -0.091615 3.443900 1.575248
H3 1.116325 4.679400 1.201561
H4 1.288016 2.074192 2.350403
H5 2.770448 3.067520 1.852830
H6 2.191699 1.860131 0.738983
C3 0.919047 0.997224 -1.407837
C4 1.845784 0.267020 -2.466983
C5 0.023878 0.005654 -0.690526
C6 0.245791 -0.344022 0.641711
C7 -1.030673 -0.617759 -1.420363
C8 -0.482470 -1.307499 1.337407
C9 -1.677797 -1.740433 -0.773437
C10 -1.495054 -2.027094 0.662310
O1 -2.153960 -3.040758 1.326878
H7 1.458072 1.699279 -0.733379
H8 0.270842 1.828936 -1.951797
H9 1.297100 -0.508212 -2.866032
H10 1.084361 0.049751 1.139300
H11 -1.437813 -0.384164 -2.391221
H12 -0.370375 -1.438493 2.430054
H13 -2.302996 -2.436972 -1.303859
H14 -1.789553 -3.114805 2.306741
H15 2.714649 -0.020459 -1.931980
H16 2.008895 1.035489 -3.264039

Atoms 1-3, force components in eV/Å:
C -1.698 -2.366 0.525
C 0.724 1.324 0.335
H -0.268 -0.190 0.211

SMILES   CCc1ccc(O)cc1.CC
Multiplicity   1
Frontier orbital gap   9.01 eV
Net charge   0

In elementary charge units, the natural (NBO) charges are:
1. C -0.616
2. C -0.619
3. H 0.204
4. H 0.205
5. H 0.208
6. H 0.210
7. H 0.208
8. H 0.202
9. C -0.415
10. C -0.596
11. C -0.051
12. C -0.198
13. C -0.198
14. C -0.287
15. C -0.259
16. C 0.304
17. O -0.676
18. H 0.216
19. H 0.198
20. H 0.207
21. H 0.211
22. H 0.224
23. H 0.203
24. H 0.217
25. H 0.485
26. H 0.207
27. H 0.207

***

(2)
DFT (ωB97M-V/def2-TZVPD) results for a cluster of 2 separate species, C10H16O in total.

Cartesian coordinates (Å):
C1 1.172877 2.211314 -2.065994
C2 -0.215381 2.421758 -2.583300
C3 1.576519 0.714993 -2.417821
H1 1.872951 2.863694 -2.601229
H2 1.354721 2.444051 -0.975400
H3 -0.855937 3.168799 -2.135567
H4 -0.789922 1.494877 -2.505504
H5 0.830478 0.274460 -3.061920
H6 2.615155 0.769270 -2.699271
H7 -0.162467 2.736222 -3.634947
H8 1.694419 0.027110 -1.552429
C4 -2.002902 0.710059 2.504224
C5 -0.982080 -2.666312 1.093061
C6 0.400282 -2.509757 0.883311
C7 -1.761685 -1.593289 1.424175
C8 -1.174428 -0.401350 1.870443
C9 1.034350 -1.422743 1.407137
C10 0.195972 -0.379422 1.911333
O1 1.022521 -3.684198 0.450142
H9 -1.346760 -3.696763 0.915206
H10 -2.851126 -1.731859 1.303214
H11 2.134301 -1.371499 1.392300
H12 1.933009 -3.654387 0.765038
H13 -1.370151 1.247549 3.258700
H14 -2.800014 0.210931 3.065454
H15 0.773250 0.450176 2.299955
H16 -2.297951 1.366315 1.689690

Atoms 1-3, force components in eV/Å:
C 1.151 -0.978 0.878
C -1.095 0.294 -0.550
C 0.640 0.911 2.127

SMILES   Cc1ccc(O)cc1.CCC
Multiplicity   1
Frontier orbital gap   9.43 eV
Net charge   0

In elementary charge units, the natural (NBO) charges are:
1. C -0.402
2. C -0.615
3. C -0.621
4. H 0.194
5. H 0.200
6. H 0.209
7. H 0.200
8. H 0.210
9. H 0.209
10. H 0.206
11. H 0.209
12. C -0.626
13. C -0.243
14. C 0.280
15. C -0.203
16. C -0.037
17. C -0.288
18. C -0.198
19. O -0.680
20. H 0.227
21. H 0.215
22. H 0.213
23. H 0.474
24. H 0.216
25. H 0.220
26. H 0.207
27. H 0.223

***

(3)
DFT (ωB97M-V/def2-TZVPD) results for a cluster of 2 separate species, C10H16O in total.

Cartesian coordinates (Å):
C1 1.741016 -1.980415 0.323133
C2 3.254380 -2.141922 0.393097
C3 0.900501 -3.140743 0.757143
H1 1.320138 -1.008618 0.611473
H2 1.661298 -1.828159 -0.803195
H3 3.654026 -1.992505 -0.617467
H4 1.529469 -4.038549 0.675749
H5 0.767716 -3.177355 1.871102
H6 3.563393 -3.156952 0.582913
H7 3.859616 -1.409159 0.920238
H8 -0.033906 -3.303983 0.216154
C4 0.566903 0.347330 -2.527253
C5 -0.813401 2.423071 0.293679
C6 -0.292410 2.079887 -0.945544
C7 -1.452597 1.433342 1.009470
C8 -0.405684 0.802887 -1.438575
C9 -1.561297 0.096794 0.552166
C10 -1.211820 -0.137056 -0.793070
O1 -2.153519 1.790314 2.134420
H9 -0.695882 3.428717 0.672154
H10 0.246281 2.840017 -1.559373
H11 -1.646628 1.615411 2.933392
H12 -1.934728 -0.719060 1.178934
H13 0.420613 -0.720593 -2.805522
H14 1.557514 0.566208 -2.184332
H15 -1.767260 -0.942756 -1.250654
H16 0.493442 0.902773 -3.504285

Atoms 1-3, force components in eV/Å:
C -0.288 1.482 -2.930
C 0.883 0.474 -0.866
C 0.785 -1.285 1.674

SMILES   Cc1ccc(O)cc1.CCC
Multiplicity   1
Frontier orbital gap   9.37 eV
Net charge   0

In elementary charge units, the natural (NBO) charges are:
1. C -0.424
2. C -0.617
3. C -0.612
4. H 0.215
5. H 0.197
6. H 0.202
7. H 0.202
8. H 0.202
9. H 0.206
10. H 0.213
11. H 0.216
12. C -0.633
13. C -0.259
14. C -0.204
15. C 0.262
16. C -0.032
17. C -0.243
18. C -0.202
19. O -0.704
20. H 0.225
21. H 0.212
22. H 0.479
23. H 0.223
24. H 0.219
25. H 0.221
26. H 0.219
27. H 0.214

***

(4)
DFT (ωB97M-V/def2-TZVPD) results for a cluster of 2 separate species, C10H16O in total.

Cartesian coordinates (Å):
C1 -2.269925 -0.592506 -1.943394
C2 -1.925870 -0.770546 -3.426759
H1 -3.349045 -0.584244 -1.762247
H2 -1.809351 -1.337770 -1.317563
H3 -2.005346 0.418989 -1.619286
H4 -2.219122 -1.777787 -3.729020
H5 -0.859145 -0.713464 -3.605366
H6 -2.514162 -0.030186 -3.965600
C3 1.125785 -1.871157 -0.474247
C4 2.493567 -1.780017 -1.124793
C5 0.773431 -0.623987 0.306901
C6 0.672436 0.631928 -0.293364
C7 0.422197 -0.725946 1.643213
C8 0.215822 1.728457 0.408185
C9 0.064209 0.390573 2.413759
C10 -0.207867 1.557774 1.727980
O1 -0.770207 2.580815 2.451251
H7 0.373284 -1.956652 -1.264262
H8 1.082395 -2.757327 0.148941
H9 2.688013 -2.522842 -1.870863
H10 0.993470 0.734848 -1.324941
H11 0.394268 -1.687420 2.144254
H12 0.207056 2.731606 -0.001075
H13 0.035042 0.324725 3.492173
H14 -0.479348 3.454117 2.188584
H15 3.348148 -1.752714 -0.434139
H16 2.675993 -0.799323 -1.567363

Atoms 1-3, force components in eV/Å:
C -0.367 0.946 -0.275
C -0.724 -0.530 0.857
H 0.003 -0.494 -0.216

SMILES   CCc1ccc(O)cc1.CC
Multiplicity   1
Frontier orbital gap   9.34 eV
Net charge   0

In elementary charge units, the natural (NBO) charges are:
1. C -0.605
2. C -0.606
3. H 0.202
4. H 0.201
5. H 0.204
6. H 0.199
7. H 0.200
8. H 0.205
9. C -0.416
10. C -0.604
11. C -0.054
12. C -0.186
13. C -0.178
14. C -0.281
15. C -0.262
16. C 0.294
17. O -0.686
18. H 0.207
19. H 0.211
20. H 0.210
21. H 0.210
22. H 0.206
23. H 0.211
24. H 0.227
25. H 0.479
26. H 0.208
27. H 0.202

***

(5)
DFT (ωB97M-V/def2-TZVPD) results for a cluster of 2 separate species, C10H16O in total.

Cartesian coordinates (Å):
C1 1.252163 -1.958693 -1.354263
C2 -1.655340 -0.364475 0.506788
C3 -0.597274 -1.189976 0.238561
C4 -2.129516 0.588968 -0.387431
C5 0.064374 -1.102682 -0.994209
C6 -1.596828 0.557526 -1.654570
C7 -0.472615 -0.232885 -1.911066
O1 -2.922678 1.630764 -0.008351
H1 -2.100037 -0.332339 1.499191
H2 -0.185134 -1.753127 1.069990
H3 -3.236411 1.435259 0.886657
H4 -1.885598 1.271409 -2.412835
H5 2.124755 -1.460506 -0.961879
H6 1.402869 -2.048155 -2.429742
H7 0.015644 0.005645 -2.836907
H8 1.137112 -2.938887 -0.912189
C8 1.980615 0.440176 2.027055
C9 2.900434 -0.514009 1.240445
C10 1.569010 1.697521 1.247817
H9 1.076306 -0.076623 2.338819
H10 2.479944 0.699339 2.967116
H11 2.690729 -1.495592 1.665918
H12 2.442194 2.332136 1.099834
H13 1.110748 1.336028 0.324634
H14 3.939707 -0.333658 1.556546
H15 2.971032 -0.399644 0.169757
H16 0.833058 2.283858 1.801059

Atoms 1-3, force components in eV/Å:
C -0.238 0.563 0.096
C -0.864 0.768 0.997
C 0.730 0.081 -0.195

SMILES   Cc1ccc(O)cc1.CCC
Multiplicity   1
Frontier orbital gap   9.27 eV
Net charge   0

In elementary charge units, the natural (NBO) charges are:
1. C -0.627
2. C -0.273
3. C -0.204
4. C 0.288
5. C -0.040
6. C -0.259
7. C -0.195
8. O -0.658
9. H 0.196
10. H 0.214
11. H 0.476
12. H 0.219
13. H 0.219
14. H 0.215
15. H 0.208
16. H 0.217
17. C -0.390
18. C -0.621
19. C -0.608
20. H 0.188
21. H 0.195
22. H 0.213
23. H 0.201
24. H 0.211
25. H 0.204
26. H 0.205
27. H 0.206

***

(6)
DFT (ωB97M-V/def2-TZVPD) results for a cluster of 2 separate species, C10H16O in total.

Cartesian coordinates (Å):
C1 1.851482 -2.554884 -0.677821
C2 1.410892 0.973607 -1.549164
C3 1.976675 -0.192630 -0.989602
C4 0.179830 0.849504 -2.066238
C5 1.272680 -1.411801 -1.239948
C6 -0.501173 -0.316766 -2.402817
C7 0.088341 -1.461142 -1.957359
O1 -0.447467 2.066768 -2.361918
H1 1.835573 2.012009 -1.453771
H2 2.921569 -0.159027 -0.380002
H3 0.297332 2.683379 -2.416204
H4 -1.205861 -0.165716 -3.265819
H5 2.384216 -3.088018 -1.548327
H6 1.148367 -3.292676 -0.217438
H7 -0.515241 -2.471456 -2.151519
H8 2.692938 -2.365959 0.067546
C8 -0.858365 0.392009 2.054309
C9 -1.954279 -0.013108 3.120487
C10 -1.280354 1.806092 1.602812
H9 0.278241 0.547953 2.413048
H10 -0.707043 -0.270155 1.105539
H11 -1.665748 0.512536 4.078477
H12 -2.038330 -1.066833 3.279668
H13 -2.228675 1.755372 0.968501
H14 -1.418476 2.609536 2.355034
H15 -2.971941 0.337509 2.754411
H16 -0.545188 2.283886 0.878123

Atoms 1-3, force components in eV/Å:
C 3.022 -4.715 0.849
C 2.194 -0.326 2.132
C -0.658 0.127 -0.948

SMILES   Cc1ccc(O)cc1.CCC
Multiplicity   1
Frontier orbital gap   9.19 eV
Net charge   0

In elementary charge units, the natural (NBO) charges are:
1. C -0.614
2. C -0.288
3. C -0.170
4. C 0.291
5. C -0.100
6. C -0.270
7. C -0.180
8. O -0.680
9. H 0.207
10. H 0.221
11. H 0.467
12. H 0.243
13. H 0.217
14. H 0.221
15. H 0.219
16. H 0.217
17. C -0.414
18. C -0.615
19. C -0.622
20. H 0.197
21. H 0.215
22. H 0.210
23. H 0.208
24. H 0.202
25. H 0.206
26. H 0.207
27. H 0.205

***

(7)
DFT (ωB97M-V/def2-TZVPD) results for a cluster of 2 separate species, C10H16O in total.

Cartesian coordinates (Å):
C1 2.427101 -0.649578 1.406001
C2 0.823020 1.947401 -0.969258
C3 1.661769 1.426829 -0.015374
C4 0.329910 0.990566 -1.884201
C5 1.782044 0.048910 0.093926
C6 0.482044 -0.356305 -1.788844
C7 1.234347 -0.821422 -0.741815
O1 -0.541020 1.367430 -2.719924
H1 0.810912 3.027656 -1.014795
H2 1.935781 2.104695 0.752639
H3 -0.481693 2.285628 -2.803313
H4 0.022099 -1.123701 -2.481078
H5 3.253995 0.013362 1.757104
H6 2.764868 -1.577927 0.889530
H7 1.364366 -1.935340 -0.631613
H8 1.889190 -0.820452 2.303778
C8 -2.085005 -1.631727 2.056168
C9 -1.410846 -0.193991 2.063139
C10 -3.356538 -1.528351 1.256779
H9 -2.270214 -2.193161 3.112135
H10 -1.347725 -2.407542 1.533891
H11 -1.036530 0.233921 1.110930
H12 -1.932173 0.654641 2.315288
H13 -3.314596 -1.452020 0.118599
H14 -0.576677 -0.060472 2.812024
H15 -3.967200 -0.759838 1.646784
H16 -4.113317 -2.322882 1.478376

Atoms 1-3, force components in eV/Å:
C 1.643 1.528 -3.144
C 1.849 -1.463 -0.296
C -1.270 -0.434 0.142

SMILES   Cc1ccc(O)cc1.CCC
Multiplicity   1
Frontier orbital gap   9.03 eV
Net charge   0

In elementary charge units, the natural (NBO) charges are:
1. C -0.619
2. C -0.312
3. C -0.173
4. C 0.298
5. C -0.062
6. C -0.280
7. C -0.179
8. O -0.635
9. H 0.219
10. H 0.207
11. H 0.471
12. H 0.229
13. H 0.203
14. H 0.209
15. H 0.210
16. H 0.214
17. C -0.407
18. C -0.636
19. C -0.630
20. H 0.213
21. H 0.203
22. H 0.221
23. H 0.207
24. H 0.215
25. H 0.204
26. H 0.204
27. H 0.207

***

(8)
DFT (ωB97M-V/def2-TZVPD) results for a cluster of 2 separate species, C10H16O in total.

Cartesian coordinates (Å):
C1 0.094974 -0.477926 -2.580492
C2 0.010533 0.402077 -3.832598
C3 -0.012575 0.222633 -1.250292
C4 1.135048 0.402577 -0.487519
C5 -1.260012 0.731424 -0.897756
C6 0.955757 1.350964 0.548833
C7 -1.411025 1.533018 0.211683
C8 -0.232278 1.931467 0.880831
O1 -0.390017 2.828213 1.907106
H1 -0.800050 -1.121569 -2.657328
H2 1.010675 -1.074258 -2.644072
H3 0.289689 -0.143046 -4.725384
H4 2.112871 0.150265 -0.867802
H5 -2.061042 0.587827 -1.616076
H6 1.884623 1.736186 0.987254
H7 -2.287424 2.109670 0.485923
H8 0.486211 3.057469 2.184527
H9 0.683274 1.268898 -3.799514
H10 -0.997354 0.754266 -3.980924
C9 0.719312 -2.368192 2.493379
C10 -0.572462 -1.720999 3.042486
H11 0.668436 -3.454913 2.559136
H12 0.975149 -2.118145 1.459952
H13 1.590359 -2.061347 3.074955
H14 -0.394573 -1.558237 4.104469
H15 -1.486930 -2.242062 2.780514
H16 -0.711163 -0.726262 2.618712

Atoms 1-3, force components in eV/Å:
C -0.707 -0.555 -0.461
C 0.582 0.552 0.254
C 0.809 -0.980 -1.034

SMILES   CCc1ccc(O)cc1.CC
Multiplicity   1
Frontier orbital gap   9.27 eV
Net charge   0

In elementary charge units, the natural (NBO) charges are:
1. C -0.414
2. C -0.598
3. C -0.036
4. C -0.196
5. C -0.198
6. C -0.289
7. C -0.242
8. C 0.281
9. O -0.663
10. H 0.204
11. H 0.206
12. H 0.210
13. H 0.220
14. H 0.211
15. H 0.200
16. H 0.226
17. H 0.474
18. H 0.203
19. H 0.201
20. C -0.609
21. C -0.616
22. H 0.200
23. H 0.206
24. H 0.199
25. H 0.205
26. H 0.207
27. H 0.209

***

Listing LUMO level for the structures above in their given order: 0.8 0.8 0.8 0.9 0.9 0.9 0.9 0.9 eV.
Listing ΔE to the lowest compared entry with this formula, charge and spin for the structures above in their given order: 242.5 172.6 232.0 108.6 124.1 265.8 329.3 124.7 kJ/mol.
Listing HOMO level for the structures above in their given order: -8.22 -8.58 -8.53 -8.48 -8.41 -8.30 -8.17 -8.41 eV.